P) {"formula": "C5H12O2", "method": "ωB97M-V with the def2-TZVPD basis set", "elements": ["O", "O", "C", "C", "C", "C", "C", "H", "H", "H", "H", "H", "H", "H", "H", "H", "H", "H", "H"], "positions_angstrom": [[-1.802, -0.435, 0.571], [0.537, -1.365, -0.278], [0.347, 0.040, -0.249], [-1.150, 0.312, -0.458], [0.894, 0.672, 1.041], [-1.604, -0.143, -1.838], [2.259, 0.091, 1.426], [-2.716, -0.590, 0.307], [3.044, 0.434, 0.745], [0.174, 0.497, 1.849], [-1.308, -1.184, -1.992], [2.558, 0.379, 2.439], [-1.361, 1.384, -0.321], [2.213, -0.999, 1.370], [-1.139, 0.465, -2.620], [0.966, 1.758, 0.897], [0.902, 0.433, -1.111], [-2.691, -0.058, -1.958], [-0.136, -1.710, 0.331]], "lowdin_charge": [-0.0423, -0.0415, -0.3674, -0.3891, -0.1987, -0.0437, -0.1009, 0.0973, 0.0742, 0.1111, 0.0855, 0.0692, 0.1463, 0.0672, 0.0864, 0.1138, 0.1537, 0.0803, 0.0985], "homo_lumo_gap_ev": 10.91, "charge": 0, "lumo_ev": 0.816, "e_homo_ev": -10.0898, "smiles": "CC[C@@H](O)[C@@H](C)O"}



Q) {"formula": "C5H12O2", "method": "ωB97M-V with the def2-TZVPD basis set", "elements": ["O", "O", "C", "C", "C", "C", "C", "H", "H", "H", "H", "H", "H", "H", "H", "H", "H", "H", "H"], "positions_angstrom": [[-0.056, -0.500, -1.801], [0.496, 1.335, 0.990], [-1.280, -1.050, 2.136], [0.555, 0.673, -1.291], [-0.363, -0.356, -3.164], [0.957, 0.486, 0.120], [0.731, 1.406, 2.260], [0.184, 2.167, 2.793], [-0.840, -0.501, 2.970], [-1.263, -2.119, 2.354], [1.426, 0.914, -1.928], [0.533, -0.108, -3.757], [-0.139, 1.528, -1.345], [-0.718, -0.864, 1.213], [1.666, -0.263, 0.462], [-1.110, 0.437, -3.328], [-0.769, -1.307, -3.516], [-2.309, -0.713, 1.995], [1.379, 0.668, 2.721]], "lowdin_charge": [-0.1875, -0.0933, -0.0358, -0.2195, -0.1288, -0.1426, -0.0588, 0.0734, 0.0056, 0.0226, 0.1224, 0.0865, 0.1341, 0.0005, 0.1339, 0.0894, 0.0882, 0.0276, 0.0821], "homo_lumo_gap_ev": [8.24, 8.18], "charge": 0, "lumo_ev": [0.826, 0.835], "e_homo_ev": [-7.4093, -7.3411]}



P) takes first place; second place is 4.272 eV up.



P) {"formula": "C5H12O2", "method": "ωB97M-V with the def2-TZVPD basis set", "elements": ["O", "O", "C", "C", "C", "C", "C", "H", "H", "H", "H", "H", "H", "H", "H", "H", "H", "H", "H"], "positions_angstrom": [[-0.408, -0.476, 0.980], [1.251, -2.379, -0.557], [-0.176, 0.362, -0.151], [-1.690, -0.333, 1.547], [1.263, 0.086, -0.594], [1.450, -1.230, -1.348], [-0.452, 1.847, 0.151], [-1.476, 2.132, -0.111], [0.221, 2.490, -0.421], [-2.483, -0.655, 0.855], [2.477, -1.285, -1.728], [0.501, -2.198, 0.026], [-0.861, 0.044, -0.959], [-1.884, 0.708, 1.834], [1.593, 0.902, -1.248], [0.785, -1.235, -2.231], [-1.717, -0.950, 2.447], [1.905, 0.090, 0.296], [-0.300, 2.080, 1.210]], "lowdin_charge": [-0.1855, -0.0616, -0.4010, -0.1011, -0.1371, -0.2744, -0.0478, 0.0794, 0.0757, 0.0968, 0.1165, 0.0707, 0.1474, 0.0770, 0.1165, 0.1160, 0.0937, 0.1328, 0.0858], "homo_lumo_gap_ev": 10.95, "charge": 0, "lumo_ev": 0.973, "e_homo_ev": -9.9784, "smiles": "CO[C@@H](C)CCO"}



Q) {"formula": "C5H12O2", "method": "ωB97M-V with the def2-TZVPD basis set", "elements": ["O", "O", "C", "C", "C", "C", "C", "H", "H", "H", "H", "H", "H", "H", "H", "H", "H", "H", "H"], "positions_angstrom": [[1.324, -2.183, 1.373], [2.826, 0.149, 2.318], [-2.643, 0.159, 0.657], [0.604, 1.595, -2.040], [-1.661, -0.491, 0.016], [-1.012, -0.210, -1.326], [-0.520, 1.189, -1.452], [-1.354, -1.378, 0.562], [-1.148, 1.997, -1.078], [3.131, 0.159, 1.402], [2.977, 1.039, 2.638], [-0.249, -0.947, -1.563], [0.995, 2.583, -1.838], [-3.328, 0.872, 0.222], [-2.978, -0.358, 1.545], [-1.837, -0.360, -2.038], [1.642, -3.071, 1.468], [1.194, 0.906, -2.639], [2.038, -1.650, 1.774]], "lowdin_charge": [-0.0578, -0.0492, -0.0141, -0.0132, -0.1776, -0.2080, -0.2007, 0.0826, 0.0989, 0.0492, 0.0435, 0.1075, 0.0462, 0.0528, 0.0445, 0.1186, 0.0191, 0.0536, 0.0041], "homo_lumo_gap_ev": 9.83, "charge": 0, "lumo_ev": 0.619, "e_homo_ev": -9.2120, "smiles": "C=CCC=C.O.O"}



R) {"formula": "C5H12O2", "method": "ωB97M-V with the def2-TZVPD basis set", "elements": ["O", "O", "C", "C", "C", "C", "C", "H", "H", "H", "H", "H", "H", "H", "H", "H", "H", "H", "H"], "positions_angstrom": [[0.454, -1.419, -0.056], [-2.050, -0.788, 0.797], [0.264, -0.211, 0.050], [-0.578, 0.538, -0.873], [0.933, 0.629, 1.114], [-1.429, -0.142, -1.929], [2.376, 0.219, 1.346], [3.015, 0.566, 0.527], [-2.516, -0.008, -1.822], [-1.198, -1.210, -1.967], [0.537, 0.670, -1.261], [-1.150, 0.325, -2.874], [2.761, 0.635, 2.280], [0.841, 1.705, 0.913], [0.309, 0.416, 1.989], [-1.259, -1.326, 0.612], [-2.729, -1.194, 0.252], [2.431, -0.871, 1.383], [-1.012, 1.468, -0.480]], "lowdin_charge": [0.0356, -0.0577, -0.5431, -0.1851, -0.1795, -0.0854, -0.0908, 0.0797, 0.0799, 0.0816, 0.1844, 0.0726, 0.0733, 0.1187, 0.1320, 0.0224, 0.0507, 0.0752, 0.1355], "homo_lumo_gap_ev": 10.54, "charge": 0, "lumo_ev": 0.895, "e_homo_ev": -9.6414, "smiles": "CCC(=O)CC.O"}



P) takes first place; second place is 0.401 eV up.



P) {"formula": "C5H12O2", "method": "ωB97M-V with the def2-TZVPD basis set", "elements": ["O", "O", "C", "C", "C", "C", "C", "H", "H", "H", "H", "H", "H", "H", "H", "H", "H", "H", "H"], "positions_angstrom": [[1.433, -2.490, -0.744], [-0.395, -0.547, 1.062], [-1.635, -0.219, 1.629], [-0.195, 0.292, -0.047], [1.244, 0.002, -0.555], [-0.589, 1.910, 0.241], [1.502, -1.256, -1.425], [0.302, 2.476, 0.006], [2.533, -1.209, -1.807], [-2.475, -0.565, 1.007], [1.911, -0.075, 0.314], [-1.688, -0.646, 2.632], [1.559, 0.862, -1.151], [-0.916, 0.005, -0.835], [-0.923, 2.397, 1.192], [-1.646, 0.879, 1.610], [0.848, -1.258, -2.314], [-1.398, 2.205, -0.444], [0.586, -2.530, -0.284]], "lowdin_charge": [-0.0653, -0.1678, -0.1096, -0.3390, -0.1251, -0.0376, -0.2682, 0.0493, 0.1175, 0.0975, 0.1259, 0.0969, 0.1086, 0.1342, 0.0724, 0.0455, 0.1143, 0.0718, 0.0789], "homo_lumo_gap_ev": 10.87, "charge": 0, "lumo_ev": 0.975, "e_homo_ev": -9.8983, "smiles": "CO[C@@H](C)CCO"}



Q) {"formula": "C5H12O2", "method": "ωB97M-V with the def2-TZVPD basis set", "elements": ["O", "O", "C", "C", "C", "C", "C", "H", "H", "H", "H", "H", "H", "H", "H", "H", "H", "H", "H"], "positions_angstrom": [[1.934, -1.699, -0.392], [-1.548, 0.887, 1.396], [0.952, 0.453, -0.366], [0.557, -1.912, -0.168], [-2.283, 1.576, 0.405], [2.164, -0.391, 0.083], [-0.126, -0.644, -0.675], [3.119, -0.040, -0.315], [-1.679, 1.843, -0.476], [0.252, -2.826, -0.680], [1.167, 1.022, -1.273], [-0.666, 0.742, 1.043], [-2.681, 2.494, 0.847], [-3.119, 0.957, 0.052], [0.759, 1.219, 0.401], [0.362, -2.029, 0.914], [2.225, -0.404, 1.184], [-0.272, -0.682, -1.757], [-1.116, -0.564, -0.223]], "lowdin_charge": [-0.1322, -0.1473, -0.1476, -0.2093, -0.1679, -0.2071, -0.1536, 0.1231, 0.0823, 0.1261, 0.1096, 0.0014, 0.0787, 0.0812, 0.1045, 0.1289, 0.1235, 0.1149, 0.0909], "homo_lumo_gap_ev": 10.97, "charge": 0, "lumo_ev": 0.952, "e_homo_ev": -10.0150, "smiles": "C1CCOC1.CO"}



R) {"formula": "C5H12O2", "method": "ωB97M-V with the def2-TZVPD basis set", "elements": ["O", "O", "C", "C", "C", "C", "C", "H", "H", "H", "H", "H", "H", "H", "H", "H", "H", "H", "H"], "positions_angstrom": [[0.484, -2.154, -0.966], [-0.148, -0.299, 0.983], [-0.687, 1.836, -0.110], [-1.384, -0.436, 1.630], [1.566, -1.240, -0.889], [1.202, 0.271, -0.789], [-0.200, 0.406, -0.255], [2.099, -1.276, -1.830], [0.070, -2.122, -0.089], [-1.719, 0.514, 2.064], [-0.863, -0.144, -0.944], [2.209, -1.538, -0.048], [1.270, 0.790, -1.759], [-1.734, 1.868, 0.206], [-1.236, -1.165, 2.431], [-2.154, -0.805, 0.934], [-0.077, 2.374, 0.624], [1.918, 0.767, -0.120], [-0.616, 2.354, -1.072]], "lowdin_charge": [-0.0759, -0.1906, -0.0433, -0.1059, -0.2395, -0.1288, -0.4427, 0.1078, 0.0767, 0.0856, 0.1480, 0.1187, 0.1202, 0.0732, 0.0933, 0.1008, 0.0923, 0.1240, 0.0864], "homo_lumo_gap_ev": 10.97, "charge": 0, "lumo_ev": 0.989, "e_homo_ev": -9.9799, "smiles": "CO[C@@H](C)CCO"}



S) {"formula": "C5H12O2", "method": "ωB97M-V with the def2-TZVPD basis set", "elements": ["O", "O", "C", "C", "C", "C", "C", "H", "H", "H", "H", "H", "H", "H", "H", "H", "H", "H", "H"], "positions_angstrom": [[-2.552, -0.911, 0.538], [-0.101, -3.124, 0.374], [1.041, 0.355, -0.139], [0.505, -1.988, 0.936], [0.071, 2.797, -0.465], [0.843, -0.966, -0.113], [0.335, 1.383, -1.027], [1.603, 0.915, 0.627], [-0.097, -1.447, 1.664], [1.077, 1.349, -1.825], [-0.607, 1.044, -1.457], [0.940, -1.550, -1.048], [0.494, 3.555, -1.129], [-2.061, -1.122, -0.266], [-0.278, -3.834, 0.987], [1.394, -2.336, 1.487], [-0.992, 2.993, -0.359], [0.574, 2.926, 0.513], [-2.189, -0.038, 0.704]], "lowdin_charge": [-0.0520, -0.0602, -0.1187, -0.2984, -0.1002, -0.1067, -0.2556, 0.1049, 0.1064, 0.1013, 0.0961, 0.1236, 0.0667, 0.0293, 0.0888, 0.1172, 0.0627, 0.0700, 0.0249], "homo_lumo_gap_ev": 9.03, "charge": 0, "lumo_ev": 0.772, "e_homo_ev": -8.2533, "smiles": "CC/C=C/CO.O"}



R) takes first place; second place is 0.500 eV up.



P) {"formula": "C5H12O2", "method": "ωB97M-V with the def2-TZVPD basis set", "elements": ["O", "O", "C", "C", "C", "C", "C", "H", "H", "H", "H", "H", "H", "H", "H", "H", "H", "H", "H"], "positions_angstrom": [[-0.315, 1.292, -0.826], [-0.451, 0.811, 1.793], [0.601, 0.159, 1.093], [-1.422, -1.206, -1.965], [1.857, 0.994, 1.189], [0.143, 0.032, -0.389], [-0.921, -1.055, -0.534], [-1.751, -0.810, 0.140], [-0.496, -2.004, -0.180], [-1.819, -0.256, -2.333], [2.015, 1.285, 2.288], [0.772, -0.846, 1.514], [-0.836, 1.621, -0.077], [0.009, 1.251, 2.559], [1.716, 1.947, 0.671], [-0.615, -1.513, -2.640], [1.004, -0.217, -1.027], [2.720, 0.476, 0.752], [-2.213, -1.959, -2.030]], "lowdin_charge": [-0.0271, -0.0530, -0.4092, -0.1034, -0.0521, -0.3737, -0.2129, 0.1177, 0.1147, 0.0716, 0.1028, 0.1448, 0.0939, 0.1149, 0.0846, 0.0749, 0.1543, 0.0880, 0.0693], "homo_lumo_gap_ev": 10.84, "charge": 0, "lumo_ev": 0.823, "e_homo_ev": -10.0123, "smiles": "CC[C@@H](O)[C@@H](C)O"}



Q) {"formula": "C5H12O2", "method": "ωB97M-V with the def2-TZVPD basis set", "elements": ["O", "O", "C", "C", "C", "C", "C", "H", "H", "H", "H", "H", "H", "H", "H", "H", "H", "H", "H"], "positions_angstrom": [[-0.790, -0.202, 1.819], [1.775, 2.169, -1.281], [-0.836, -0.770, 0.753], [0.628, 1.636, -0.648], [-0.383, 2.701, -0.248], [0.205, -1.735, 0.249], [-0.346, -3.162, 0.339], [-0.572, -3.420, 1.378], [-0.623, 3.333, -1.109], [0.181, 0.952, -1.380], [-1.266, -3.267, -0.246], [0.015, 3.340, 0.549], [-1.306, 2.246, 0.128], [-1.706, -0.621, 0.073], [0.444, -1.491, -0.794], [2.241, 2.702, -0.626], [0.381, -3.884, -0.043], [0.909, 1.040, 0.233], [1.111, -1.621, 0.852]], "lowdin_charge": [0.0457, -0.0731, -0.3186, -0.3466, -0.0819, -0.2281, -0.1015, 0.0804, 0.0772, 0.1093, 0.0761, 0.0775, 0.0687, 0.1313, 0.1097, 0.0859, 0.0742, 0.0958, 0.1180], "homo_lumo_gap_ev": 10.76, "charge": 0, "lumo_ev": 0.802, "e_homo_ev": -9.9607, "smiles": "CCC=O.CCO"}



P) takes first place; second place is 0.592 eV up.